{
  "formula": "C47H59BMoN6O3S3",
  "method": "ωB97M-V/def2-TZVPD",
  "species": ["Mo", "C", "C", "C", "C", "N", "N", "B", "N", "N", "C", "C", "C", "C", "C", "S", "C", "C", "C", "C", "N", "N", "C", "C", "C", "C", "C", "S", "C", "C", "C", "C", "C", "S", "C", "C", "C", "C", "H", "H", "H", "H", "H", "H", "H", "H", "H", "H", "H", "H", "H", "H", "H", "H", "H", "H", "H", "H", "H", "H", "H", "H", "H", "H", "H", "H", "H", "H", "H", "H", "H", "H", "H", "H", "H", "H", "H", "O", "C", "C", "O", "O", "C", "C", "C", "C", "C", "C", "C", "C", "C", "C", "C", "C", "H", "H", "H", "H", "H", "H", "H", "H", "H", "H", "H", "C", "C", "C", "C", "C", "C", "H", "H", "H", "H", "H", "H", "H", "H", "H"],
  "positions_angstrom": [[1.702826, 0.796749, 0.319774], [-2.361015, -0.933556, 4.526536], [-2.293222, -0.543553, 3.075349], [-3.336682, 0.013458, 2.403596], [-3.178118, 0.453088, 1.070713], [-2.094942, 0.154254, 0.398458], [-1.092943, -0.467548, 1.041480], [0.143962, -0.805801, 0.105234], [0.729174, -2.246234, 0.390034], [-0.180936, -3.179496, 0.721483], [0.235501, -4.405735, 0.930937], [1.592601, -4.747767, 0.731012], [2.506572, -3.810964, 0.365620], [3.958762, -4.137519, 0.153404], [2.028526, -2.482215, 0.228474], [3.146841, -1.180130, -0.070919], [-0.805426, -5.437639, 1.355644], [-0.183892, -6.464852, 2.309192], [-1.283284, -6.156599, 0.083970], [-1.985301, -4.755509, 2.055500], [-0.438545, -0.966606, -1.392569], [-1.568491, -1.655732, -1.513782], [-2.062870, -1.840226, -2.727459], [-1.417781, -1.322606, -3.863964], [-0.238608, -0.648177, -3.748437], [0.487371, -0.061250, -4.925731], [0.256873, -0.509468, -2.434332], [1.809335, 0.208587, -2.140987], [-3.332003, -2.665141, -2.855851], [-4.351843, -1.904379, -3.716542], [-3.946364, -2.953798, -1.490702], [-2.952103, -3.988066, -3.544818], [-1.095931, -0.676411, 2.345725], [0.427892, -0.927654, 3.184183], [-4.211561, 1.337808, 0.386650], [-4.226460, 2.681767, 1.134119], [-3.842601, 1.585522, -1.072780], [-5.594589, 0.682058, 0.479708], [-3.375536, -0.814929, 4.901500], [-2.057266, -1.972843, 4.675006], [-1.695961, -0.307175, 5.126730], [-4.281967, 0.165088, 2.913529], [1.912161, -5.774502, 0.870675], [4.134194, -5.203922, 0.276649], [4.282747, -3.841484, -0.846661], [4.587577, -3.598971, 0.865590], [0.506621, -7.144035, 1.803508], [0.343999, -5.988396, 3.140974], [-0.979315, -7.079898, 2.732669], [-0.446781, -6.608850, -0.456931], [-1.978911, -6.956562, 0.348409], [-1.793000, -5.467824, -0.590052], [-1.669845, -4.296754, 3.000068], [-2.440679, -3.982437, 1.434666], [-2.743298, -5.506966, 2.285445], [-1.856177, -1.467942, -4.845073], [-0.008525, -0.331027, -5.856297], [0.509398, 1.027926, -4.844425], [1.521759, -0.408122, -4.968670], [-4.656670, -0.966946, -3.246548], [-3.976136, -1.678471, -4.716950], [-5.242214, -2.523176, -3.840485], [-4.199599, -2.030328, -0.965217], [-4.859985, -3.534437, -1.633101], [-3.272455, -3.515284, -0.845596], [-2.588852, -3.829593, -4.564307], [-2.178283, -4.522462, -2.984533], [-3.832955, -4.631413, -3.605303], [-3.250452, 3.172520, 1.074333], [-4.968768, 3.343406, 0.681750], [-4.490411, 2.560096, 2.188784], [-2.877257, 2.085599, -1.174150], [-3.789675, 0.649471, -1.636131], [-4.610150, 2.217231, -1.523784], [-5.923491, 0.539532, 1.512836], [-6.328565, 1.328013, -0.003593], [-5.616308, -0.288145, -0.023663], [1.898914, 3.834947, 0.866504], [1.735344, 4.082524, -0.528850], [0.612922, 3.174604, -1.090191], [0.052853, 3.314874, -2.139335], [0.372632, 2.075408, -0.322587], [1.556108, 5.573121, -0.790218], [2.308046, 6.445175, -0.001089], [2.223121, 7.819368, -0.182448], [1.392835, 8.338390, -1.165008], [0.655786, 7.477380, -1.962099], [0.735404, 6.099477, -1.784038], [3.001371, 3.487445, -1.155957], [3.588752, 2.343260, -0.598433], [4.715632, 1.758800, -1.174226], [5.253761, 2.296400, -2.332595], [4.660767, 3.416055, -2.902636], [3.544848, 4.004083, -2.320429], [1.309191, 4.434268, 1.340866], [2.977956, 6.051110, 0.753547], [2.811597, 8.482328, 0.440352], [1.324433, 9.409406, -1.310901], [0.007700, 7.876319, -2.734288], [0.156777, 5.444510, -2.417696], [3.294778, 1.989627, 0.417670], [5.179670, 0.895405, -0.710462], [6.137758, 1.858529, -2.780198], [5.079029, 3.846483, -3.803689], [3.101184, 4.884270, -2.769658], [4.275834, 0.118703, 3.693101], [3.456840, 1.354306, 3.273932], [2.686962, 1.905446, 4.482201], [4.397088, 2.418788, 2.719018], [2.440029, 0.872115, 2.272682], [1.384533, 0.120083, 2.202688], [4.990272, 0.401227, 4.470012], [4.840290, -0.288694, 2.850241], [3.634625, -0.671845, 4.094796], [3.397026, 2.249744, 5.237395], [2.051089, 1.143535, 4.939955], [2.057016, 2.751853, 4.198214], [5.055902, 2.764540, 3.519101], [3.854325, 3.278555, 2.320560], [5.029302, 2.013432, 1.924623]],
  "atomic_forces_ev_per_a": [[-0.690, -0.583, 0.577], [0.015, 0.046, -0.116], [0.133, -0.112, 0.397], [-0.379, 0.096, -0.023], [0.029, 0.167, -0.069], [0.144, -0.154, 0.248], [0.213, -0.076, -0.890], [-0.135, 0.173, -0.135], [-0.521, 0.069, 0.158], [0.437, 0.271, 0.007], [-0.123, -0.089, 0.063], [-0.184, -0.359, 0.038], [0.497, 0.123, -0.117], [-0.124, 0.067, 0.007], [0.030, -0.153, 0.136], [-0.218, -0.026, -0.412], [0.085, 0.093, -0.046], [0.077, -0.041, 0.088], [-0.001, -0.054, -0.028], [-0.026, 0.041, 0.019], [0.029, 0.079, 0.221], [0.067, 0.030, -0.395], [-0.042, -0.138, 0.455], [-0.107, 0.012, -0.174], [0.202, 0.104, -0.244], [-0.037, -0.070, 0.133], [0.087, -0.021, 0.287], [0.199, 0.006, -0.012], [0.100, 0.076, -0.067], [-0.052, -0.049, -0.059], [-0.076, 0.012, 0.081], [-0.018, -0.048, -0.040], [0.011, -0.015, 0.092], [-0.088, -0.082, 0.194], [0.051, -0.150, 0.118], [0.026, 0.038, 0.081], [0.003, -0.052, -0.115], [-0.075, -0.029, -0.005], [0.024, -0.013, -0.007], [-0.015, 0.062, -0.034], [-0.024, -0.026, -0.052], [0.082, 0.028, -0.044], [-0.050, 0.086, 0.015], [-0.026, 0.014, -0.005], [-0.038, -0.006, 0.031], [-0.044, -0.010, -0.007], [-0.036, 0.057, 0.022], [-0.056, -0.012, -0.058], [0.039, 0.010, -0.028], [-0.043, 0.017, 0.043], [0.041, 0.068, -0.001], [-0.030, 0.046, -0.020], [-0.008, -0.044, -0.109], [0.028, -0.059, 0.009], [0.044, 0.049, -0.002], [0.030, -0.002, 0.093], [-0.007, 0.006, 0.048], [0.005, -0.025, 0.007], [-0.040, 0.001, 0.031], [0.030, -0.024, 0.012], [-0.035, -0.035, 0.065], [0.019, 0.037, 0.007], [-0.016, 0.007, -0.036], [0.044, 0.033, 0.045], [0.052, -0.058, -0.027], [-0.014, 0.007, 0.081], [-0.072, 0.054, -0.024], [0.059, 0.041, -0.005], [-0.075, -0.035, 0.008], [0.056, -0.053, 0.018], [0.018, 0.009, -0.071], [-0.041, -0.010, 0.039], [-0.034, 0.031, 0.031], [0.050, -0.030, -0.014], [0.037, 0.021, -0.089], [0.002, -0.027, 0.005], [0.016, 0.048, 0.016], [-0.221, 0.074, 0.018], [0.271, -0.084, 0.106], [-0.324, -0.759, 0.280], [0.096, 0.054, 0.023], [0.328, 0.540, 0.002], [0.104, -0.019, -0.048], [0.055, 0.137, 0.011], [0.032, -0.120, 0.032], [-0.015, 0.029, -0.010], [-0.037, -0.066, -0.036], [-0.070, 0.089, 0.000], [-0.042, -0.174, -0.082], [0.049, 0.065, 0.099], [-0.155, 0.005, 0.005], [-0.003, 0.024, -0.050], [0.031, -0.030, 0.003], [-0.020, 0.071, -0.124], [-0.046, -0.043, 0.038], [-0.014, 0.000, -0.013], [-0.025, -0.049, -0.029], [0.004, -0.049, 0.007], [0.049, -0.040, 0.053], [0.034, 0.064, 0.023], [0.616, 0.652, -0.123], [0.000, 0.043, 0.033], [-0.061, 0.018, 0.028], [-0.010, -0.007, 0.025], [0.011, -0.019, 0.012], [-0.020, -0.016, 0.060], [-0.085, -0.300, -0.084], [-0.027, 0.035, 0.050], [0.060, 0.067, -0.042], [0.234, 0.368, -0.183], [-0.279, -0.019, -0.424], [-0.038, -0.009, -0.050], [-0.037, 0.030, 0.015], [0.028, 0.068, -0.008], [-0.041, -0.018, -0.035], [0.035, 0.011, -0.044], [0.049, -0.029, -0.007], [-0.026, -0.010, -0.071], [0.012, -0.065, 0.062], [-0.016, 0.017, 0.032]],
  "lowdin_charge": [1.2123, -0.0290, -0.2147, 0.0897, -0.1732, 0.1974, 0.0299, -0.5894, -0.0101, 0.1969, -0.1690, 0.0916, -0.2173, -0.0381, -0.5094, 0.7986, -0.5391, -0.0415, -0.0207, -0.0421, 0.0180, 0.1925, -0.1683, 0.0896, -0.2109, -0.0288, -0.4903, 0.8815, -0.5420, -0.0253, -0.0401, -0.0219, -0.4237, 1.0934, -0.5418, -0.0239, -0.0375, -0.0279, 0.0950, 0.0879, 0.0916, 0.1369, 0.1361, 0.0940, 0.0936, 0.0908, 0.0854, 0.0990, 0.0981, 0.0944, 0.1019, 0.0670, 0.0862, 0.0654, 0.0976, 0.1366, 0.0947, 0.1005, 0.0866, 0.0836, 0.0831, 0.1004, 0.0680, 0.1011, 0.0596, 0.0906, 0.0835, 0.0995, 0.0936, 0.0993, 0.0887, 0.0832, 0.0647, 0.0995, 0.0839, 0.0986, 0.0811, -0.0232, -0.3196, -0.4782, 0.1282, -0.2578, -0.1573, -0.0240, -0.0574, -0.0668, -0.0564, -0.0200, -0.1255, -0.1646, -0.0965, -0.0526, -0.0280, 0.0198, 0.1274, 0.1214, 0.1122, 0.1125, 0.1123, 0.1041, 0.0406, 0.0978, 0.1176, 0.1196, 0.1318, -0.0290, -0.5895, -0.0285, -0.0425, -0.2420, -0.6093, 0.1008, 0.0836, 0.0864, 0.0992, 0.0798, 0.0936, 0.1002, 0.0783, 0.0840],
  "e_lumo_ev": [-5.710, -7.998],
  "energy_ha": -3667.80766,
  "s2": 2.016,
  "e_above_lowest_kcal_mol": 9.2,
  "e_homo_ev": [-13.005, -13.059],
  "fmax_ev_per_a": 1.07,
  "charge": 2,
  "multiplicity": 3
}